Formula: C16H24N2O4S
Source: the OMol25 dataset
Level of theory: ωB97M-V/def2-TZVPD

## Properties
**Highest occupied orbital energy**: -9.11 eV
**Maximum force**: 0.0181 hartree/bohr
**Calculated total energy**: -1432.74311 a.u.
**Energy above the lowest of the compared OMol25 structures with the same formula, charge and spin**: 16.3 kcal per mole
**Frontier orbital gap**: 9.573 eV
**SMILES**: CC(C)NS(=O)(=O)c1ccc(CCC(=O)N2CCOCC2)cc1

Structure (ORCA input):
```
! RIJCOSX wB97M-V def2-TZVPD def2/J DEFGRID3
* xyz 0 1
C -3.89 -1.52 -0.27
C 3.70 -0.64 -0.40
N -3.50 -1.21 2.12
H 3.08 2.26 -0.53
C -0.16 2.44 0.59
C -1.57 -1.78 0.65
H 4.03 0.23 0.17
H -1.32 2.85 -1.15
H 0.70 1.94 2.49
H -0.98 -2.01 1.54
C 3.02 -1.81 -2.88
H -3.61 -0.53 -0.60
H -1.27 -2.47 -0.13
C -1.33 2.43 -0.16
C 1.97 -1.55 -1.80
H 0.93 3.38 -0.97
H 1.87 -2.43 -1.16
H 3.66 -1.51 0.26
C -1.34 1.33 2.38
H 1.52 3.76 0.65
H 1.01 -1.30 -2.24
C 2.17 1.85 -0.10
O -5.02 0.66 1.35
H -1.38 0.91 3.37
H -4.95 -1.51 -0.01
S -3.90 0.40 2.20
O -4.03 0.65 3.61
H 4.79 -0.03 -2.18
H -1.33 -0.77 0.33
N 2.39 -0.43 -0.98
H -3.00 -1.47 2.96
O 0.64 0.80 -1.63
H -3.27 -3.00 1.15
H -3.40 1.84 -0.23
C -0.19 1.91 1.88
C 4.70 -0.92 -1.54
C 1.66 0.72 -0.98
H 2.40 1.46 0.89
H -3.73 -2.22 -1.09
H 2.78 -2.71 -3.44
C -2.47 1.29 1.59
O 4.30 -2.02 -2.31
H 5.68 -1.17 -1.13
C -2.49 1.86 0.34
H 3.06 -0.95 -3.56
C 1.12 2.97 0.02
C -3.06 -1.94 0.93
*
```

Mulliken population analysis, charges in e, atoms 1 to 4:
1. C -1.373
2. C -0.635
3. N -0.302
4. H 0.538

=====

Formula: C16H24N2S2
Source: the OMol25 dataset
Level of theory: ωB97M-V/def2-TZVPD

## Properties
**Highest occupied orbital energy**: -5.25 eV
**Maximum force**: 0.0383 hartree/bohr
**Calculated total energy**: -1529.87110 a.u.
**Frontier orbital gap**: 3.095 eV

Structure (ORCA input):
```
! RIJCOSX wB97M-V def2-TZVPD def2/J DEFGRID3
* xyz 0 1
C 5.70 -3.92 0.25
H -3.62 -1.07 2.44
C 7.93 -4.57 -0.48
H -3.60 3.09 1.29
C -1.68 -0.16 2.29
H 9.44 -5.14 -2.55
C -3.13 -0.29 1.84
C 0.36 0.89 1.40
H 8.07 -5.56 -3.59
S 1.19 -0.56 1.62
H 8.68 -3.90 -3.57
N 3.53 -4.15 1.34
S 1.15 2.31 0.95
H 7.33 -4.39 1.59
C 6.24 -4.03 -2.12
H 3.60 -5.75 -0.06
H -4.88 0.93 1.55
C -1.68 2.22 1.69
H 2.94 -4.36 3.37
H -1.66 0.04 3.38
C 2.93 -4.95 0.28
C 2.66 -3.79 2.47
H 5.15 -3.33 2.29
H 2.64 -4.33 -0.58
H 2.74 -2.72 2.68
C 8.49 -4.78 -2.94
C 7.04 -4.29 0.54
C 4.78 -3.74 1.34
H -1.69 2.55 2.74
H -1.13 2.97 1.09
H -3.95 1.32 3.00
C 7.54 -4.46 -1.82
H -3.10 1.88 0.12
H 2.02 -5.40 0.69
H 1.63 -4.04 2.19
H -3.15 -0.64 0.80
H 8.95 -4.89 -0.25
H 5.94 -3.92 -3.17
H 4.34 -3.36 -1.37
N -1.02 0.92 1.57
C -3.87 1.04 1.95
H -1.15 -1.10 2.11
C 5.33 -3.74 -1.11
C -3.12 2.12 1.19
*
```

Mulliken population analysis, charges in e, atoms 1 to 4:
1. C 0.373
2. H 0.327
3. C -0.679
4. H 0.331

=====

Formula: C16H24N6O2
Source: the OMol25 dataset
Level of theory: ωB97M-V/def2-TZVPD

## Properties
**Highest occupied orbital energy**: -8.03 eV
**Maximum force**: 0.0487 hartree/bohr
**Calculated total energy**: -1103.05071 a.u.
**Energy above the lowest of the compared OMol25 structures with the same formula, charge and spin**: 17.8 kcal per mole
**Frontier orbital gap**: 8.588 eV
**SMILES**: CO[C@@H]1CC[C@H]2NN[C@H](c3cc(N4CCNC(=O)C4)ncn3)[C@@H]2C1

Structure (ORCA input):
```
! RIJCOSX wB97M-V def2-TZVPD def2/J DEFGRID3
* xyz 0 1
C 1.66 -2.62 -0.85
H 3.02 -1.57 -4.99
C -3.15 3.05 -0.44
C 2.84 -1.09 0.29
O 4.35 -3.35 -4.29
C 1.19 -1.75 -3.86
H -2.11 -1.27 -0.23
H -0.64 0.48 4.61
H -3.59 0.56 -0.60
C 0.52 -2.84 -2.99
H -0.35 -2.38 -2.45
N 2.76 -1.89 -0.77
C -1.83 -0.37 0.35
H 1.36 -0.90 -3.19
H -0.94 0.04 -0.18
N 1.47 -3.40 -1.98
H 0.52 -1.41 -4.66
C -3.80 0.68 1.55
C 0.69 -2.62 0.09
H -0.87 1.15 2.32
C -2.96 0.72 0.30
C -0.26 -1.68 2.21
H 3.43 -4.18 -1.89
N 2.46 -2.22 -4.43
C -1.47 -0.87 1.77
N -0.91 -0.22 3.92
H 1.03 -0.48 3.25
H -2.58 3.99 -0.52
H 2.39 -4.97 -3.01
H -3.51 2.82 -1.49
C -1.53 0.35 2.70
H -4.04 3.30 0.18
H 3.71 -0.46 0.38
O -2.32 2.03 0.13
H 0.17 -3.58 -3.67
H -2.84 2.05 2.93
C 2.68 -3.98 -2.64
C 0.83 -1.74 1.12
H -4.62 1.35 1.44
H -0.60 -2.68 2.48
C -2.95 0.96 2.77
N 1.89 -0.92 1.20
H -3.48 0.53 3.65
H -2.31 -1.53 2.01
H -4.26 -0.33 1.63
C 3.27 -3.14 -3.77
N 0.19 -1.01 3.44
H -0.19 -3.26 -0.03
*
```

Mulliken population analysis, charges in e, atoms 1 to 4:
1. C 0.183
2. H 0.272
3. C -0.754
4. C -0.484

=====

Formula: C16H24O5
Source: the OMol25 dataset
Level of theory: ωB97M-V/def2-TZVPD

## Properties
**Highest occupied orbital energy**: -9.36 eV
**Maximum force**: 0.0250 hartree/bohr
**Calculated total energy**: -1000.20181 a.u.
**Energy above the lowest of the compared OMol25 structures with the same formula, charge and spin**: 28.1 kcal per mole
**Frontier orbital gap**: 10.134 eV
**SMILES**: COC(C[C@H]1O[C@H]1[C@@H](O)[C@@H](C)OCc1ccccc1)OC

Structure (ORCA input):
```
! RIJCOSX wB97M-V def2-TZVPD def2/J DEFGRID3
* xyz 0 1
C 0.89 -1.46 -1.78
O -0.74 1.78 0.47
H -1.37 -1.69 -3.57
H 0.26 0.13 0.89
O 0.56 1.51 2.40
C 1.60 0.94 -1.79
C -1.43 0.22 2.27
H 1.66 2.63 1.05
O -0.31 -1.07 -1.16
H 3.47 -1.73 -0.93
H -2.49 2.66 1.18
H 2.27 2.97 -1.79
C 2.54 1.94 -1.60
H -2.48 -0.58 -2.75
H -3.34 -2.15 -0.41
C 3.81 1.62 -1.18
C -1.45 2.91 0.95
H 2.36 1.05 1.48
H -0.54 -1.71 2.80
C 1.93 -0.39 -1.55
C -1.35 -1.28 2.20
H 4.55 2.40 -1.03
H 2.34 2.38 2.68
C -2.41 -1.59 -0.26
H -0.97 3.33 1.83
C -1.43 -1.89 -1.41
C -1.80 -2.09 1.06
H -2.90 -2.29 -2.93
H 1.24 -2.42 -1.37
O -2.54 -2.02 2.24
O -2.78 -0.24 -0.28
H 0.74 -1.59 -2.87
H -1.98 0.30 -0.34
H -2.40 0.53 1.88
H 0.59 1.19 -2.11
C 4.15 0.30 -0.93
H -1.43 3.64 0.14
C -0.29 0.89 1.47
C -2.08 -1.59 -2.76
H -1.13 -2.95 -1.37
H -1.30 -3.05 0.92
H 5.14 0.04 -0.60
C 1.80 1.91 1.86
H -1.35 0.55 3.31
C 3.21 -0.70 -1.12
*
```

Mulliken population analysis, charges in e, atoms 1 to 4:
1. C -0.999
2. O -0.281
3. H 0.418
4. H 0.126

=====

Formula: C16H25BI2N2O6Rh
Source: the OMol25 dataset
Level of theory: ωB97M-V/def2-TZVPD

## Properties
**Highest occupied orbital energy (spin up / spin down)**: -10.97 / -10.98 eV
**Maximum force**: 0.0176 hartree/bohr
**Calculated total energy**: -1916.30291 a.u.
**Frontier orbital gap (spin up / spin down)**: 8.893 / 6.838 eV

Structure (ORCA input):
```
! RIJCOSX wB97M-V def2-TZVPD def2/J DEFGRID3
* xyz 1 5
H 0.80 4.27 3.98
C 0.52 -2.25 -0.18
C -0.67 0.24 3.46
B 1.99 -0.19 -2.60
C 0.85 5.34 -1.32
H 2.84 -1.18 0.74
H -3.92 -1.85 -0.25
H -1.15 -0.88 5.22
I 2.03 1.83 -3.27
H 0.80 6.41 -1.30
H -3.79 2.32 -2.72
C 1.72 -1.77 -0.97
C -0.19 1.43 2.93
H 1.77 4.78 -1.36
C -0.41 1.09 5.68
C -0.09 1.56 1.45
O 0.73 2.35 0.90
H 3.18 -2.84 0.24
H -4.77 1.30 -1.73
C 0.06 2.28 5.17
H 0.59 -3.32 0.02
N -2.87 -0.29 -1.11
H -4.48 -0.26 0.27
H 0.17 -3.76 -2.37
Rh 0.18 1.71 -1.13
H -0.97 -0.54 2.77
H -4.86 -0.87 -1.36
H 0.33 3.09 5.83
I -0.91 4.30 -1.28
C -4.11 -0.84 -0.58
C -0.78 0.05 4.83
H 0.73 -3.29 -3.98
H 3.91 -3.16 -2.16
O 0.61 3.64 3.28
C 1.88 -2.43 -2.39
H -0.18 -2.13 -3.01
O 1.54 -0.35 -1.32
H 0.49 -1.72 0.78
H -0.40 -2.05 -0.71
N -3.87 1.52 -2.13
H 3.00 -3.88 -3.49
C 2.98 -1.83 -0.12
O -0.84 0.84 0.72
C 0.18 2.47 3.79
H -2.01 -0.56 -0.66
O 2.30 -1.32 -3.24
O -1.65 1.21 -2.30
H 3.85 -1.47 -0.68
C -2.76 0.83 -1.84
C 0.56 -2.93 -2.97
H -0.49 0.96 6.75
H 2.64 -4.36 -1.82
C 2.93 -3.52 -2.46
*
```

Mulliken population analysis, charges in e, atoms 1 to 4:
1. H 0.309
2. C -1.755
3. C -0.342
4. B 0.958

=====

Formula: C16H25Br2IN5O2S
Source: the OMol25 dataset
Level of theory: ωB97M-V/def2-TZVPD

## Properties
**Highest occupied orbital energy**: -11.25 eV
**Maximum force**: 0.0174 hartree/bohr
**Calculated total energy**: -6892.55384 a.u.
**Frontier orbital gap**: 6.385 eV

Structure (ORCA input):
```
! RIJCOSX wB97M-V def2-TZVPD def2/J DEFGRID3
* xyz 1 1
O 2.35 0.90 -2.95
C 4.04 1.32 -6.09
H -4.98 -0.34 0.60
Br 0.39 -1.98 2.09
C 4.07 0.34 -4.92
N 1.84 1.12 1.72
H 0.11 -3.11 4.65
C -2.32 -2.26 1.33
N 1.17 1.64 -0.46
N -3.04 -2.51 -0.95
C -4.16 -1.05 0.52
H -3.92 -1.38 3.63
C 0.91 1.32 0.88
S 3.64 1.30 -3.46
H -4.41 0.03 2.73
H -0.81 0.31 1.23
C -1.63 -3.42 3.44
H 1.47 0.97 2.65
C -3.32 -1.35 1.58
H 4.18 3.50 -6.26
H 3.35 -0.47 -5.01
O 4.77 1.33 -2.56
H 2.17 1.82 -0.53
H -2.81 2.32 3.39
H 5.06 -0.07 -4.75
N -3.97 -1.62 -0.66
H -2.94 1.55 1.79
H 2.47 3.04 -4.53
H 4.74 1.02 -6.87
H -2.51 0.31 4.47
C -2.40 0.20 3.39
C -3.58 -0.65 2.89
C -1.35 -2.66 2.38
Br -3.37 -4.16 3.56
C -0.95 2.01 2.36
C -2.36 1.59 2.72
H -0.30 -4.82 4.35
H 3.86 3.66 -3.60
H -1.26 -3.87 5.48
H -0.31 1.84 3.25
I -0.85 -4.27 -0.47
H -0.91 3.08 2.15
C 4.38 2.71 -5.53
H 5.43 2.76 -5.27
C -2.23 -2.82 0.03
C 3.52 2.88 -4.29
H -1.44 -0.31 3.24
H 3.04 1.34 -6.54
N -0.50 1.28 1.19
H -4.59 -1.41 -1.44
C -0.71 -3.83 4.54
H 0.99 0.85 -1.08
*
```

Mulliken population analysis, charges in e, atoms 1 to 4:
1. O -0.674
2. C -0.620
3. H 0.503
4. Br 0.137

=====

Formula: C16H25Cl2O4P2Sc
Source: the OMol25 dataset
Level of theory: ωB97M-V/def2-TZVPD

## Properties
**Highest occupied orbital energy**: -13.56 eV
**Maximum force**: 0.1277 hartree/bohr
**Calculated total energy**: -3289.00555 a.u.
**Energy above the lowest of the compared OMol25 structures with the same formula, charge and spin**: 20.0 kcal per mole
**Frontier orbital gap**: 4.143 eV

Structure (ORCA input):
```
! RIJCOSX wB97M-V def2-TZVPD def2/J DEFGRID3
* xyz 2 1
H -1.82 -3.41 -0.54
H -0.99 4.25 -0.66
C 1.75 -0.19 -0.90
H -0.07 -3.25 -3.16
O 2.85 -0.14 -0.57
Cl -2.04 1.48 7.44
H -0.11 -0.27 6.35
Cl -2.47 -0.88 -1.99
C -1.18 0.36 3.19
C -0.85 -3.63 -0.07
H 0.38 -0.91 3.94
C -0.68 0.14 5.53
H -0.01 -1.27 -4.78
O 0.12 -0.57 1.35
H 1.48 2.92 0.90
H -0.90 -3.37 0.99
H -0.13 0.54 -4.67
O 2.61 -0.42 -3.39
P 0.47 -2.66 -0.88
H -2.80 1.68 2.67
C -0.41 -0.21 4.20
H 1.90 -4.30 0.14
H 1.70 -3.31 -2.87
H 0.64 -4.62 -2.24
H 1.39 2.67 -3.21
H -0.60 -4.69 -0.18
H 0.97 -0.20 -5.91
C 1.65 3.02 -0.18
C -1.11 3.20 -0.38
O -1.77 0.48 0.88
C 0.56 -0.31 -4.88
H -0.39 2.63 -3.37
C -2.20 1.26 3.48
H 2.82 -2.81 -0.31
H -1.12 3.11 0.71
P 0.28 2.22 -1.08
H 2.60 2.54 -0.43
H 0.41 4.05 -2.64
C -2.46 1.64 4.79
C 1.89 -3.20 0.12
C -0.92 0.06 1.76
H 1.78 -2.80 1.13
C 1.58 -0.31 -3.92
C 0.44 2.96 -2.74
C 0.71 -3.54 -2.45
Sc -0.65 -0.26 -0.77
H 1.69 4.09 -0.45
H -3.23 2.38 5.01
C -1.70 1.06 5.82
H -2.07 2.82 -0.77
*
```

Mulliken population analysis, charges in e, atoms 1 to 4:
1. H 0.400
2. H 0.474
3. C 0.143
4. H 0.253

=====

Formula: C16H25ClMnN2O
Source: the OMol25 dataset
Level of theory: ωB97M-V/def2-TZVPD

## Properties
**Highest occupied orbital energy (spin up / spin down)**: -14.01 / -14.15 eV
**Maximum force**: 0.0794 hartree/bohr
**Calculated total energy**: -2419.95595 a.u.
**Frontier orbital gap (spin up / spin down)**: 5.827 / 5.966 eV

Structure (ORCA input):
```
! RIJCOSX wB97M-V def2-TZVPD def2/J DEFGRID3
* xyz 2 4
C -2.08 -1.26 0.76
C 1.28 -1.93 -0.64
H -2.10 -2.30 1.07
H -1.62 -1.15 4.97
H 0.56 -1.05 2.54
H -0.59 -1.58 6.28
C 1.70 -0.17 0.82
H 0.98 -0.06 6.91
C -1.06 1.70 -5.20
H -1.94 1.17 -4.79
H -2.81 1.44 -1.11
H -1.40 -0.19 2.66
C -1.86 1.07 0.87
C 2.11 1.18 5.56
H 2.12 0.72 1.27
H 3.08 0.66 5.62
N 1.06 0.26 5.95
H -2.96 -1.26 -1.30
Mn -0.37 -0.35 0.01
H -1.69 2.06 1.28
Cl 0.01 0.85 -1.69
C -2.47 0.73 -0.38
H 1.34 -2.56 -1.51
C 0.00 0.03 5.13
C 0.84 -1.11 1.50
H 1.98 1.57 -6.03
C -2.55 -0.70 -0.46
H 0.59 -1.24 -4.86
H -1.16 -0.91 -4.92
H -0.82 2.52 -4.51
H -1.40 2.17 -6.14
H 1.96 1.52 4.53
C 2.02 -0.73 -0.46
H 2.06 0.46 -4.66
H -0.24 -1.10 -6.42
H 1.45 2.12 -4.43
C 0.54 -2.18 0.55
H -0.03 -3.08 0.78
N -0.95 -0.86 5.66
C 1.44 1.25 -5.12
O -0.14 0.60 4.02
C 0.07 0.77 -5.36
H 2.13 2.06 6.22
C -1.66 -0.15 1.61
H 2.73 -0.31 -1.16
C -0.19 -0.68 -5.40
*
```

Mulliken population analysis, charges in e, atoms 1 to 4:
1. C -0.839
2. C -0.118
3. H 0.631
4. H 0.243